Model P:
ORCA calculation (ωB97M-V/def2-TZVPD) on C3H3Cl2NO in the gas phase.

Structure (ORCA input):
```
! wB97M-V def2-TZVPD RIJCOSX def2/J DEFGRID3
* xyz 0 1
C 1.006 0.277 0.963
C 0.089 -0.611 0.074
C -0.911 0.404 -0.603
N 0.965 1.459 1.245
O -1.271 1.429 -0.062
Cl -0.061 0.505 -2.266
Cl -2.208 -0.837 -0.906
H 1.883 -0.385 1.278
H 0.781 -0.973 -0.575
H -0.273 -1.267 0.852
*
```

Gap between HOMO and LUMO (spin up / spin down) = 6.682 / 6.683 eV
Highest occupied orbital energy (spin up / spin down) = -10.4 / -10.4 eV
LUMO energy (spin up / spin down) = -3.7 / -3.7 eV

Model Q:
ORCA calculation (ωB97M-V/def2-TZVPD) on 2 unconnected molecules or ions with the total composition C3H3Cl2NO.

Structure (ORCA input):
```
! wB97M-V def2-TZVPD RIJCOSX def2/J DEFGRID3
* xyz 0 1
O -0.727 -1.716 1.111
N -0.186 -1.531 -0.100
C -0.591 -0.652 -0.881
Cl -1.951 0.413 -0.562
H -1.459 -1.083 1.255
H -0.134 -0.548 -1.846
C 0.787 1.820 0.447
C 1.529 0.928 0.142
Cl 2.635 -0.185 -0.307
H 0.097 2.555 0.740
*
```

Gap between HOMO and LUMO = 10.754 eV
SMILES = O/N=C\Cl.C#CCl
Highest occupied orbital energy = -10.1 eV
LUMO energy = 0.6 eV

Verdict on stability: model P comes out at the bottom.

Model P:
ORCA calculation (ωB97M-V/def2-TZVPD) on C3H6F2OS in the gas phase.

Structure (ORCA input):
```
! wB97M-V def2-TZVPD RIJCOSX def2/J DEFGRID3
* xyz 0 1
C 1.842 -1.605 -0.454
S 0.405 -0.969 -0.054
O -0.110 -1.426 1.189
C -0.172 0.911 -0.181
C -1.570 1.096 0.557
F 0.756 1.682 0.500
F 0.021 1.202 -1.455
H 2.497 -1.723 0.315
H 2.196 -1.280 -1.385
H -0.467 -1.346 -1.033
H -2.156 1.269 -0.350
H -1.738 0.237 1.207
H -1.504 1.952 1.145
*
```

Gap between HOMO and LUMO = 9.164 eV
SMILES = C=[S@@H](=O)C(C)(F)F
Highest occupied orbital energy = -8.6 eV
LUMO energy = 0.6 eV

Model Q:
ORCA calculation (ωB97M-V/def2-TZVPD) on C3H6F2OS in the gas phase.

Structure (ORCA input):
```
! wB97M-V def2-TZVPD RIJCOSX def2/J DEFGRID3
* xyz 0 1
C 0.902 -0.544 -0.328
C -0.156 0.306 0.246
O -0.175 1.651 -0.191
C -1.497 -0.378 -0.014
F -1.477 -0.887 -1.305
F -1.641 -1.486 0.702
S -2.999 0.657 0.086
H 1.105 -0.191 -1.381
H 0.509 -1.454 -0.492
H 1.812 -0.562 0.285
H 0.036 0.518 1.346
H 0.025 1.772 -1.143
H -3.960 -0.336 0.593
*
```

Gap between HOMO and LUMO = 10.488 eV
SMILES = C[C@@H](O)C(F)(F)S
Highest occupied orbital energy = -9.8 eV
LUMO energy = 0.7 eV

Verdict on stability: model P comes out at the bottom.

Model P:
ORCA calculation (ωB97M-V/def2-TZVPD) on C3H4O in the gas phase.

Structure (ORCA input):
```
! wB97M-V def2-TZVPD RIJCOSX def2/J DEFGRID3
* xyz 0 1
C 0.731 0.093 -0.006
C -0.527 0.526 0.003
C -1.677 -0.341 0.003
O -2.781 0.126 -0.004
H 1.568 0.772 -0.005
H 0.972 -0.956 -0.008
H -0.753 1.583 0.009
H -1.488 -1.430 0.004
*
```

Gap between HOMO and LUMO = 10.322 eV
SMILES = C=CC=O
Highest occupied orbital energy = -10.1 eV
LUMO energy = 0.2 eV

Model Q:
ORCA calculation (ωB97M-V/def2-TZVPD) on C3H4O in the gas phase.

Structure (ORCA input):
```
! wB97M-V def2-TZVPD RIJCOSX def2/J DEFGRID3
* xyz 0 1
C 1.290 0.026 0.135
C -1.403 -0.837 0.569
C 0.336 0.537 -0.591
O -1.088 0.200 -0.059
H 0.763 -0.444 0.930
H 2.326 0.087 0.069
H -2.546 -0.678 0.559
H 0.322 1.109 -1.612
*
```

Gap between HOMO and LUMO = 9.299 eV
Highest occupied orbital energy = -8.5 eV
LUMO energy = 0.8 eV

Model R:
ORCA calculation (ωB97M-V/def2-TZVPD) on C3H4O in the gas phase.

Structure (ORCA input):
```
! wB97M-V def2-TZVPD RIJCOSX def2/J DEFGRID3
* xyz 0 1
C 1.485 -0.490 -0.153
C 0.289 -0.257 0.282
C -0.978 -0.034 0.390
O -1.490 1.195 0.081
H 0.894 -1.322 -0.721
H 2.310 -0.084 0.471
H -1.690 -0.788 0.676
H -0.724 1.756 -0.116
*
```

Gap between HOMO and LUMO = 9.038 eV
SMILES = C=C=CO
Highest occupied orbital energy = -8.3 eV
LUMO energy = 0.8 eV

Model S:
ORCA calculation (ωB97M-V/def2-TZVPD) on a molecular structure, C3H4O.

Structure (ORCA input):
```
! wB97M-V def2-TZVPD RIJCOSX def2/J DEFGRID3
* xyz 0 1
O -0.552 -1.496 0.239
C -0.131 -0.256 -1.035
C 0.351 0.802 -0.232
C 0.676 1.774 0.427
H -0.544 -1.006 1.079
H 0.688 -0.851 -1.453
H -1.482 -1.592 -0.013
H 0.994 2.625 0.987
*
```

Gap between HOMO and LUMO = 8.068 eV
Highest occupied orbital energy = -7.8 eV
LUMO energy = 0.3 eV

Verdict on stability: model S comes out at the bottom.

Model P:
ORCA calculation (ωB97M-V/def2-TZVPD) on C3H4O in the gas phase.

Structure (ORCA input):
```
! wB97M-V def2-TZVPD RIJCOSX def2/J DEFGRID3
* xyz 0 1
O -1.647 -0.084 0.060
C -0.360 -0.114 -0.573
C 0.846 -0.526 0.199
C 0.800 0.701 -0.164
H -1.663 0.195 1.011
H -0.597 -0.457 -1.514
H 1.306 -1.281 0.805
H 1.315 1.566 0.174
*
```

Gap between HOMO and LUMO = 10.765 eV
SMILES = OC1C=C1
Highest occupied orbital energy = -9.6 eV
LUMO energy = 1.1 eV

Model Q:
ORCA calculation (ωB97M-V/def2-TZVPD) on C3H4O in the gas phase.

Structure (ORCA input):
```
! wB97M-V def2-TZVPD RIJCOSX def2/J DEFGRID3
* xyz 0 1
C -0.725 0.394 1.198
C -0.008 0.048 0.172
C 0.511 -0.182 -1.142
O 1.297 -0.309 0.045
H -0.398 0.136 2.272
H -1.799 0.474 1.177
H 0.227 -1.117 -1.764
H 0.893 0.554 -1.957
*
```

Gap between HOMO and LUMO = 10.552 eV
SMILES = C=C1CO1
Highest occupied orbital energy = -9.5 eV
LUMO energy = 1.1 eV

Verdict on stability: model P comes out at the bottom.

Model P:
ORCA calculation (ωB97M-V/def2-TZVPD) on 4 unconnected molecules or ions with the total composition C5H14O3.

Structure (ORCA input):
```
! wB97M-V def2-TZVPD RIJCOSX def2/J DEFGRID3
* xyz 0 1
C -2.281 -0.286 1.501
C -1.098 0.293 1.585
C -0.104 0.272 0.458
C -0.141 1.414 -0.491
C 0.918 1.592 -1.268
H -3.194 -0.212 2.116
H -2.541 -0.745 0.546
H -0.801 1.050 2.316
H 0.912 -0.054 0.742
H -0.402 -0.570 -0.254
H -0.847 2.249 -0.232
H 0.944 2.398 -1.983
H 1.643 0.766 -1.424
O -3.102 -1.771 -1.782
H -2.663 -1.376 -2.536
H -2.651 -2.584 -1.524
O 3.155 2.534 -0.025
H 2.247 2.439 0.269
H 3.150 2.446 -1.002
O 1.915 -3.136 0.602
H 2.789 -2.871 0.280
H 2.076 -3.717 1.348
*
```

Gap between HOMO and LUMO = 10.232 eV
SMILES = C=CCC=C.O.O.O
Highest occupied orbital energy = -9.6 eV
LUMO energy = 0.6 eV

Model Q:
ORCA calculation (ωB97M-V/def2-TZVPD) on 2 unconnected molecules or ions with the total composition C5H14O3.

Structure (ORCA input):
```
! wB97M-V def2-TZVPD RIJCOSX def2/J DEFGRID3
* xyz 0 1
C 1.850 -2.323 0.112
C 0.619 -1.428 0.277
O 0.349 -0.807 -0.900
O -0.500 -2.196 0.737
O 0.838 -0.475 1.305
H 1.689 -3.015 -0.712
H 2.032 -2.884 1.027
H 2.710 -1.696 -0.107
H 0.177 0.369 -0.829
H -0.756 -2.798 0.029
H 0.485 -0.836 2.121
C 0.363 2.015 -0.844
C -1.018 1.931 0.267
C -2.048 0.925 -0.113
H 1.316 1.483 -0.797
H -0.076 2.164 -1.829
H 0.743 3.000 -0.572
H -0.560 1.722 1.231
H -1.368 2.959 0.198
H -2.762 0.780 0.697
H -2.538 1.167 -1.055
H -1.545 -0.058 -0.241
*
```

Gap between HOMO and LUMO = 10.986 eV
SMILES = CC(O)(O)O.CCC
Highest occupied orbital energy = -10.1 eV
LUMO energy = 0.9 eV

Verdict on stability: model P comes out at the bottom.

Model P:
ORCA calculation (ωB97M-V/def2-TZVPD) on 6 unconnected molecules or ions with the total composition H11O6.

Structure (ORCA input):
```
! wB97M-V def2-TZVPD RIJCOSX def2/J DEFGRID3
* xyz -1 1
O 0.386 -0.892 0.425
H 0.419 -1.828 0.199
O 2.378 -0.056 -1.014
H 3.142 -0.550 -0.709
H 1.577 -0.450 -0.501
O 0.356 -0.434 2.996
H 1.074 0.214 3.038
H 0.366 -0.601 1.978
O -1.797 -0.454 -0.938
H -0.932 -0.583 -0.407
H -2.098 -1.326 -1.196
O -1.534 1.618 1.558
H -1.639 1.250 0.679
H -0.707 1.225 1.867
O 0.066 0.511 -3.075
H 0.794 0.213 -2.511
H -0.697 0.106 -2.626
*
```

Gap between HOMO and LUMO = 9.864 eV
Highest occupied orbital energy = -6.1 eV
LUMO energy = 3.8 eV

Model Q:
ORCA calculation (ωB97M-V/def2-TZVPD) on 6 unconnected molecules or ions with the total composition H11O6.

Structure (ORCA input):
```
! wB97M-V def2-TZVPD RIJCOSX def2/J DEFGRID3
* xyz -1 1
O -1.364 0.679 -2.405
H -1.989 -0.001 -2.657
O -1.691 2.485 -0.240
H -1.342 1.655 0.052
H -1.897 2.242 -1.144
O 0.367 -0.753 -1.147
H 1.136 -0.212 -1.366
H -0.711 0.260 -1.734
O 0.992 -0.470 1.531
H 0.954 -1.415 1.378
H 0.793 -0.168 0.610
O 2.042 -2.917 -0.566
H 1.290 -3.008 -1.169
H 1.927 -1.940 -0.445
O -0.487 1.238 3.324
H 0.127 1.928 3.055
H -0.148 0.400 2.924
*
```

Gap between HOMO and LUMO = 9.359 eV
Highest occupied orbital energy = -5.2 eV
LUMO energy = 4.1 eV

Verdict on stability: model Q comes out at the bottom.

Model P:
ORCA calculation (ωB97M-V/def2-TZVPD) on C4H8O4 in the gas phase.

Structure (ORCA input):
```
! wB97M-V def2-TZVPD RIJCOSX def2/J DEFGRID3
* xyz 0 1
C 1.636 -1.431 0.038
O 0.260 -1.455 -0.222
C -0.366 -0.235 0.055
O 0.207 0.805 -0.783
C 0.540 1.974 -0.110
C -1.796 -0.244 -0.061
O -2.510 0.711 0.187
O -2.282 -1.404 -0.381
H 2.179 -0.753 -0.577
H 2.006 -2.438 -0.070
H 1.866 -1.121 1.095
H -0.194 0.042 1.116
H 0.851 2.715 -0.863
H -0.361 2.380 0.389
H 1.189 1.761 0.725
H -3.221 -1.308 -0.536
*
```

Gap between HOMO and LUMO = 11.023 eV
SMILES = COC(OC)C(=O)O
Highest occupied orbital energy = -10.2 eV
LUMO energy = 0.8 eV

Model Q:
ORCA calculation (ωB97M-V/def2-TZVPD) on C4H8O4 in the gas phase.

Structure (ORCA input):
```
! wB97M-V def2-TZVPD RIJCOSX def2/J DEFGRID3
* xyz 0 1
C -0.120 -1.866 0.172
C -0.167 -0.407 0.511
O -0.339 -0.215 1.849
O -1.395 0.277 -0.342
C 0.894 0.491 -0.125
O 1.451 -0.033 -1.284
C 0.049 1.758 -0.490
O 0.140 2.211 -1.618
H 0.758 -2.298 0.652
H -0.031 -1.984 -0.903
H -1.012 -2.363 0.548
H -0.506 0.718 2.043
H -2.280 0.094 -0.004
H 1.667 0.723 0.619
H 1.083 0.508 -2.014
H -0.191 2.386 0.387
*
```

Gap between HOMO and LUMO = 10.375 eV
SMILES = CC(O)(O)[C@@H](O)C=O
Highest occupied orbital energy = -9.9 eV
LUMO energy = 0.5 eV

Verdict on stability: model Q comes out at the bottom.